[1]
{
  "formula": "C3H11N2",
  "method": "wB97M-V/def2-TZVPD",
  "symbols": ["N", "C", "C", "N", "C", "H", "H", "H", "H", "H", "H", "H", "H", "H", "H", "H"],
  "xyz": [[1.89, -0.16, 0.43], [1.09, 0.37, -0.74], [-0.21, 0.96, -0.19], [-0.74, -0.09, 0.65], [-1.70, -1.05, -0.01], [0.18, -0.51, 0.98], [2.39, 0.64, 0.86], [2.64, -0.83, 0.26], [0.91, -0.40, -1.52], [1.61, 1.23, -1.17], [-0.80, 1.27, -1.02], [-0.11, 1.91, 0.41], [-1.19, 0.29, 1.48], [-2.50, -0.49, -0.48], [-1.24, -1.66, -0.78], [-2.20, -1.49, 0.83]],
  "max_force_ha_per_bohr": 0.03861,
  "energy_ha": -230.151909,
  "smiles": "C[NH2+]CCN",
  "homo_energy_ev": -14.682,
  "total_charge": 1,
  "lumo_energy_ev": -3.10,
  "de_lowest_kcal_mol": 19.1
}



[2]
{
  "formula": "C11H14Si",
  "method": "wB97M-V/def2-TZVPD",
  "symbols": ["C", "C", "C", "C", "C", "C", "C", "C", "C", "C", "C", "Si", "H", "H", "H", "H", "H", "H", "H", "H", "H", "H", "H", "H", "H", "H"],
  "xyz": [[-1.24, 2.81, -0.29], [-1.90, 1.63, -0.56], [-0.04, 2.79, 0.41], [-1.37, 0.42, -0.14], [0.49, 1.58, 0.83], [-0.17, 0.38, 0.57], [-1.44, -1.56, 3.10], [3.35, -2.11, 0.36], [-0.42, -2.11, 2.45], [2.29, -1.55, 0.90], [0.11, -0.16, -3.67], [0.59, -1.23, 1.15], [-1.65, 3.75, -0.62], [-2.83, 1.64, -1.12], [0.48, 3.71, 0.63], [-1.89, -0.50, -0.36], [1.42, 1.56, 1.38], [-2.01, -2.09, 3.84], [-1.76, -0.54, 2.91], [4.35, -1.88, 0.71], [3.32, -2.78, -0.50], [-0.14, -3.13, 2.68], [-0.35, 0.29, -2.80], [-0.49, -1.00, -4.01], [1.10, -0.50, -3.40], [0.18, 0.58, -4.46]],
  "max_force_ha_per_bohr": 0.03980,
  "energy_ha": -716.924661,
  "smiles": "C=C=[Si](C=C)c1ccccc1.C",
  "homo_energy_ev": [-7.617, -7.617],
  "lumo_energy_ev": [0.27, 0.27],
  "de_lowest_kcal_mol": 81.3
}



[3]
{
  "formula": "C3H4CdO4",
  "method": "wB97M-V/def2-TZVPD",
  "symbols": ["C", "C", "O", "C", "O", "O", "O", "Cd", "H", "H", "H", "H"],
  "xyz": [[-2.33, 0.88, -0.23], [-1.55, 0.03, -1.21], [-1.52, 0.69, -2.48], [-1.35, 1.98, -2.47], [-1.77, 1.41, 0.77], [-1.22, 2.62, -3.51], [-1.22, 2.51, -1.30], [-0.92, 2.48, -5.35], [-3.42, 0.95, -0.38], [-2.04, -0.93, -1.38], [-0.52, -0.10, -0.86], [-1.29, 2.64, -0.10]],
  "max_force_ha_per_bohr": 0.11560,
  "energy_ha": -584.549392,
  "homo_energy_ev": -18.105,
  "total_charge": 2,
  "lumo_energy_ev": -12.95,
  "de_lowest_kcal_mol": 30.5
}



[4]
{
  "formula": "C30H25F6N4O4RhSSe",
  "method": "wB97M-V/def2-TZVPD",
  "symbols": ["Rh", "O", "C", "O", "C", "C", "C", "C", "C", "C", "N", "C", "C", "C", "C", "C", "C", "N", "H", "H", "H", "H", "H", "H", "H", "H", "H", "H", "N", "C", "C", "C", "O", "C", "F", "F", "F", "C", "F", "F", "F", "H", "H", "H", "Se", "C", "C", "C", "N", "C", "C", "H", "H", "H", "H", "C", "S", "O", "C", "C", "C", "C", "C", "C", "H", "H", "H", "H", "H", "H", "H", "H"],
  "xyz": [[0.23, 0.20, 0.70], [5.54, -4.50, 4.65], [5.12, -3.22, 4.63], [5.69, -2.39, 5.27], [3.95, -2.90, 3.74], [3.21, -1.76, 4.03], [2.14, -1.40, 3.24], [1.80, -2.19, 2.14], [2.55, -3.32, 1.83], [3.62, -3.68, 2.63], [0.71, -1.79, 1.33], [-0.13, -2.63, 0.90], [-1.25, -2.13, 0.11], [-2.23, -2.95, -0.41], [-3.29, -2.37, -1.11], [-3.31, -1.00, -1.27], [-2.29, -0.23, -0.72], [-1.30, -0.79, -0.04], [4.92, -5.07, 4.17], [3.50, -1.16, 4.88], [1.54, -0.53, 3.47], [2.33, -3.89, 0.93], [4.22, -4.53, 2.34], [-0.06, -3.69, 1.12], [-2.17, -4.02, -0.26], [-4.07, -2.99, -1.53], [-4.08, -0.49, -1.83], [-2.28, 0.84, -0.85], [-1.08, 0.43, 3.52], [-0.64, 0.42, 2.46], [3.34, -0.03, -0.26], [2.40, -0.20, -1.46], [1.07, -0.09, -1.18], [2.76, 0.89, -2.50], [2.66, 2.10, -1.94], [1.95, 0.87, -3.57], [4.02, 0.77, -2.96], [2.63, -1.60, -2.07], [2.24, -2.55, -1.18], [1.91, -1.81, -3.18], [3.91, -1.87, -2.37], [3.12, 0.92, 0.22], [4.39, -0.03, -0.56], [3.19, -0.84, 0.45], [0.07, 2.44, 0.00], [-1.39, 3.39, 0.78], [-1.40, 4.77, 0.57], [-2.48, 5.51, 1.03], [-3.53, 4.98, 1.66], [-3.50, 3.66, 1.85], [-2.47, 2.83, 1.43], [-0.59, 5.26, 0.06], [-2.50, 6.58, 0.88], [-4.35, 3.24, 2.37], [-2.52, 1.77, 1.65], [-0.90, -0.38, -4.01], [-2.07, 0.91, -4.48], [-2.89, 1.18, -3.26], [-0.86, 2.23, -4.60], [-0.79, 3.15, -3.57], [0.17, 4.15, -3.65], [1.03, 4.22, -4.74], [0.92, 3.30, -5.77], [-0.03, 2.29, -5.70], [-0.41, -0.10, -3.08], [-0.16, -0.50, -4.80], [-1.48, -1.30, -3.89], [-1.47, 3.08, -2.74], [0.26, 4.88, -2.85], [1.77, 5.01, -4.79], [1.59, 3.36, -6.62], [-0.12, 1.57, -6.51]],
  "max_force_ha_per_bohr": 0.00513,
  "energy_ha": -5187.591163,
  "homo_energy_ev": -8.255,
  "lumo_energy_ev": -1.85,
  "de_lowest_kcal_mol": 7.9
}



What is the formula in the first record? C3H11N2



What is the formula in the second record? C11H14Si